{
  "formula": "C50H53Ge2I2N5OPdS4",
  "method": "wB97M-V/def2-TZVPD",
  "gap_ev": 5.14,
  "relative_energy_kcal_mol": 20.9,
  "total_charge": -2,
  "e_lumo_ha": 0.13905,
  "homo_ev": -1.36,
  "symbols": ["Pd", "C", "C", "C", "C", "C", "C", "C", "C", "C", "C", "C", "C", "C", "C", "C", "Ge", "S", "S", "Ge", "S", "S", "C", "C", "C", "C", "C", "C", "C", "C", "C", "C", "C", "C", "C", "C", "C", "C", "C", "C", "C", "C", "C", "C", "C", "C", "C", "C", "C", "C", "C", "C", "C", "C", "C", "H", "H", "H", "H", "H", "H", "H", "H", "H", "H", "H", "H", "H", "H", "H", "H", "H", "H", "H", "H", "H", "H", "H", "H", "H", "H", "H", "H", "H", "H", "H", "H", "H", "H", "H", "H", "H", "H", "H", "H", "H", "H", "H", "H", "H", "H", "H", "H", "H", "H", "O", "C", "I", "I", "N", "N", "N", "C", "N", "N", "H", "H", "H"],
  "coordinates": [[0.509, 0.964, 0.386], [-2.631, 7.043, -1.570], [-2.058, 6.699, -0.220], [-0.895, 7.297, 0.246], [-0.357, 6.958, 1.479], [0.906, 7.612, 1.970], [-1.000, 6.000, 2.274], [-2.203, 5.429, 1.846], [-2.998, 4.478, 2.699], [-2.701, 5.780, 0.594], [-0.422, 5.670, 3.613], [-0.755, 6.516, 4.670], [-0.272, 6.277, 5.944], [0.527, 5.170, 6.166], [0.868, 4.308, 5.124], [0.425, 4.572, 3.818], [0.744, 3.256, 2.320], [-0.718, 1.716, 2.606], [0.860, 4.404, 0.325], [2.672, 3.063, -0.116], [2.441, 1.365, -1.412], [2.948, 2.609, 2.122], [4.186, 4.142, -0.923], [5.532, 3.963, -0.561], [6.539, 4.625, -1.265], [6.245, 5.462, -2.325], [4.926, 5.625, -2.703], [3.904, 4.963, -2.028], [2.518, 5.152, -2.557], [2.038, 4.339, -3.589], [2.873, 3.261, -4.229], [0.743, 4.547, -4.061], [-0.069, 5.548, -3.555], [-1.463, 5.755, -4.084], [0.451, 6.387, -2.576], [1.734, 6.212, -2.080], [2.293, 7.165, -1.059], [6.015, 3.102, 0.559], [6.289, 1.747, 0.363], [6.026, 1.052, -0.946], [6.864, 1.021, 1.405], [7.206, 1.613, 2.606], [7.905, 0.828, 3.686], [6.943, 2.968, 2.776], [6.350, 3.717, 1.774], [6.098, 5.189, 1.963], [1.651, 3.093, 5.496], [0.991, 1.923, 5.877], [-0.510, 1.818, 5.934], [1.747, 0.816, 6.258], [3.127, 0.858, 6.310], [3.925, -0.347, 6.735], [3.765, 2.052, 5.986], [3.049, 3.166, 5.581], [3.755, 4.454, 5.260], [-2.016, 7.784, -2.082], [-3.642, 7.444, -1.470], [-2.694, 6.149, -2.195], [-0.386, 8.031, -0.371], [1.298, 8.309, 1.230], [1.667, 6.855, 2.174], [0.726, 8.155, 2.901], [-2.632, 4.451, 3.723], [-2.927, 3.464, 2.303], [-4.050, 4.776, 2.707], [-3.621, 5.318, 0.246], [-1.409, 7.360, 4.480], [-0.530, 6.941, 6.761], [0.882, 4.945, 7.167], [7.571, 4.464, -0.969], [7.037, 5.979, -2.854], [4.672, 6.260, -3.545], [3.914, 3.319, -3.921], [2.820, 3.346, -5.317], [2.504, 2.276, -3.941], [0.362, 3.897, -4.844], [-1.837, 4.847, -4.556], [-1.477, 6.560, -4.825], [-2.145, 6.031, -3.279], [-0.164, 7.191, -2.182], [1.601, 7.991, -0.887], [3.252, 7.570, -1.388], [2.455, 6.649, -0.111], [5.820, 1.759, -1.747], [5.155, 0.400, -0.862], [6.886, 0.438, -1.225], [7.062, -0.036, 1.255], [7.730, -0.241, 3.566], [7.559, 1.128, 4.675], [8.984, 1.002, 3.644], [7.212, 3.449, 3.712], [6.321, 5.495, 2.984], [5.054, 5.428, 1.746], [6.716, 5.777, 1.281], [-0.992, 2.767, 5.710], [-0.821, 1.491, 6.930], [-0.864, 1.091, 5.204], [1.229, -0.102, 6.519], [3.271, -1.198, 6.923], [4.489, -0.136, 7.647], [4.637, -0.630, 5.959], [4.847, 2.113, 6.041], [4.826, 4.359, 5.435], [3.369, 5.272, 5.873], [3.597, 4.718, 4.213], [1.989, -1.043, 1.985], [1.408, -0.331, 1.322], [-0.690, -1.241, -0.406], [-2.838, -3.517, -1.835], [-4.069, 2.584, -1.541], [-2.704, 2.396, -1.545], [-1.970, 2.547, -2.624], [-0.762, 2.287, -2.152], [-0.805, 2.018, -0.842], [-2.059, 2.084, -0.467], [-4.440, 2.194, -2.398], [-4.432, 2.084, -0.739], [0.138, 2.307, -2.739]],
  "forces_ev_per_angstrom": [[-0.2326, -0.2574, -0.3013], [-0.3622, 0.1566, 0.8113], [-0.1289, 0.0490, 0.0412], [-0.0928, 0.1222, 0.1816], [-0.0831, 0.1455, 0.0862], [-0.0572, 0.0285, -0.0018], [-0.1725, 0.1133, -0.0281], [0.0535, 0.0900, 0.0260], [0.0065, -0.0304, -0.0542], [0.0633, -0.0249, -0.0674], [0.0485, 0.1025, 0.0243], [-0.0100, -0.0059, -0.0022], [0.0002, 0.0233, 0.0371], [0.0169, 0.0011, -0.0385], [-0.1271, 0.1148, 0.0602], [0.0966, -0.1783, -0.2100], [0.3865, 0.5174, 0.1461], [0.5834, 0.1473, -0.5827], [0.4194, -0.5463, 0.2413], [0.2766, 0.4931, 0.2647], [-0.2047, 0.1787, 0.6351], [-0.1172, 0.2495, -0.1236], [-0.1609, -0.1684, 0.1950], [-0.0471, 0.1525, -0.1446], [-0.0110, -0.0171, -0.0025], [0.0805, 0.0398, -0.0015], [-0.0530, 0.0106, -0.0232], [0.0441, 0.0592, 0.0064], [-0.0800, 0.0495, -0.0926], [0.0149, -0.0061, 0.0130], [-0.0692, 0.0198, -0.0558], [0.0552, 0.0192, 0.0654], [-0.0814, 0.0061, -0.1167], [0.1618, -0.1975, -0.3709], [0.0433, 0.1161, -0.0742], [0.1003, 0.0168, -0.0980], [0.0116, -0.0409, -0.0825], [0.0326, -0.0988, 0.0527], [0.0096, 0.0597, -0.0256], [-0.0411, -0.0491, 0.0556], [0.0098, 0.0085, 0.0393], [0.0126, -0.0346, 0.0230], [-0.0266, 0.0321, -0.0850], [-0.0303, -0.0060, 0.0053], [-0.0182, 0.0452, -0.0027], [-0.0629, -0.0664, 0.0081], [0.0129, -0.1304, 0.0684], [-0.0411, 0.0851, -0.0280], [0.0222, -0.0680, 0.0453], [0.0170, -0.0266, -0.0262], [0.0042, -0.0250, 0.0417], [-0.0242, 0.0884, -0.0202], [-0.0222, -0.0113, -0.0353], [0.0008, 0.0263, 0.0012], [-0.0207, -0.0419, -0.0583], [-0.1597, -0.0468, -0.0441], [-0.0292, 0.0464, 0.0103], [-0.5947, 0.4490, 1.3689], [-0.1159, -0.0107, 0.1664], [-0.0268, -0.0070, 0.0863], [0.0285, 0.0045, 0.0040], [0.0308, -0.0100, 0.0146], [-0.0160, -0.0307, 0.0182], [0.0281, -0.0322, 0.0139], [0.0114, 0.0096, 0.0149], [-0.0135, -0.0132, 0.0128], [0.0087, -0.0002, -0.0155], [-0.0150, -0.0188, 0.0021], [0.0170, -0.0087, -0.0095], [-0.0060, 0.0040, 0.0239], [0.0017, -0.0256, -0.0131], [-0.0213, -0.0104, 0.0026], [0.0186, -0.0367, -0.0041], [0.0253, 0.0239, -0.0014], [0.0329, 0.0103, -0.0050], [-0.0102, 0.0104, -0.0087], [0.0239, -0.0264, -0.0605], [-0.0338, 0.0221, -0.0373], [0.8304, -0.4017, -1.6591], [0.2970, -0.1843, -0.2057], [0.1358, -0.0438, -0.0657], [0.0040, 0.0247, 0.0076], [0.0253, 0.0305, -0.0147], [-0.0152, -0.0304, -0.0154], [-0.0311, 0.0282, -0.0365], [0.0041, 0.0216, -0.0058], [0.0026, 0.0014, -0.0039], [0.0056, 0.0004, 0.0327], [-0.0224, -0.0186, 0.0598], [0.0002, -0.0348, 0.0359], [-0.0331, 0.0190, 0.0182], [-0.0073, -0.0086, 0.0584], [-0.0012, 0.0138, 0.0194], [-0.0405, 0.0360, 0.0115], [-0.0407, -0.0189, -0.0136], [0.0066, 0.0351, 0.0247], [0.0053, 0.0245, 0.0370], [0.0057, 0.0032, 0.0106], [0.0227, -0.0127, 0.0053], [0.0160, -0.0397, -0.0119], [0.0384, -0.0362, -0.0180], [0.0580, 0.0000, -0.0191], [0.0533, 0.0011, -0.0201], [0.0287, 0.0193, -0.0308], [0.0236, 0.0299, -0.0339], [0.1480, -0.0283, -0.0001], [0.0173, -0.2214, 0.2542], [-0.1402, -0.6293, -0.0986], [-0.3066, -0.2469, -0.1960], [-0.3352, 0.4345, 0.0589], [0.3942, -0.1410, 0.0901], [-0.1611, 0.0862, -0.0750], [0.0999, 0.0706, 0.0714], [-0.3605, -0.1585, -0.1857], [-0.2802, 0.1351, -0.1620], [0.0773, -0.1918, -0.0296], [0.0406, -0.1203, 0.0111], [0.0434, -0.0872, 0.1327]]
}

***

{
  "formula": "C50H53N4O3P2SSi2Sr",
  "method": "wB97M-V/def2-TZVPD",
  "gap_ev": 5.84,
  "relative_energy_kcal_mol": 0.6,
  "total_charge": -1,
  "e_lumo_ha": 0.06041,
  "homo_ev": -4.20,
  "symbols": ["Sr", "C", "Si", "C", "C", "N", "P", "C", "P", "N", "Si", "C", "C", "C", "C", "C", "C", "C", "C", "C", "C", "C", "C", "C", "C", "C", "C", "C", "C", "C", "C", "C", "C", "C", "C", "C", "C", "C", "H", "H", "H", "H", "H", "H", "H", "H", "H", "H", "H", "H", "H", "H", "H", "H", "H", "H", "H", "H", "H", "H", "H", "H", "H", "H", "H", "H", "H", "H", "H", "H", "H", "H", "H", "H", "H", "H", "C", "C", "N", "C", "C", "C", "C", "C", "C", "C", "C", "C", "N", "C", "H", "H", "H", "H", "H", "H", "H", "H", "C", "C", "C", "C", "C", "C", "C", "S", "O", "O", "O", "H", "H", "H", "H", "H", "H", "H"],
  "coordinates": [[0.673, -0.924, -1.707], [-2.895, -1.499, -4.394], [-2.747, 0.188, -3.606], [-1.383, 1.096, -4.512], [-4.320, 1.108, -4.012], [-2.505, 0.013, -1.953], [-1.995, 1.097, -0.878], [-0.347, 1.210, -0.742], [0.606, 1.829, 0.474], [2.158, 1.526, 0.237], [3.597, 1.988, 0.935], [4.256, 0.691, 2.112], [4.918, 2.237, -0.388], [3.629, 3.583, 1.916], [0.244, 1.329, 2.222], [0.743, 2.068, 3.298], [0.577, 1.642, 4.610], [-0.094, 0.453, 4.877], [-0.594, -0.297, 3.822], [-0.425, 0.146, 2.515], [0.392, 3.674, 0.567], [-0.435, 4.363, 1.447], [-0.580, 5.749, 1.372], [0.114, 6.472, 0.415], [0.953, 5.800, -0.471], [1.085, 4.423, -0.393], [-2.910, 0.667, 0.672], [-3.435, -0.614, 0.831], [-4.059, -0.988, 2.020], [-4.188, -0.075, 3.060], [-3.696, 1.215, 2.901], [-3.064, 1.576, 1.719], [-2.742, 2.765, -1.203], [-1.940, 3.753, -1.764], [-2.461, 4.997, -2.107], [-3.805, 5.268, -1.895], [-4.627, 4.286, -1.348], [-4.099, 3.047, -1.014], [-3.263, -1.437, -5.427], [-3.590, -2.123, -3.816], [-1.920, -1.994, -4.430], [-1.668, 1.284, -5.555], [-0.453, 0.521, -4.531], [-1.175, 2.057, -4.030], [-4.613, 0.961, -5.060], [-4.199, 2.185, -3.841], [-5.135, 0.756, -3.368], [4.600, -0.199, 1.581], [3.461, 0.387, 2.805], [5.099, 1.078, 2.699], [4.640, 1.699, -1.298], [5.910, 1.892, -0.070], [5.004, 3.298, -0.649], [3.278, 3.438, 2.941], [3.026, 4.371, 1.453], [4.667, 3.935, 1.969], [1.266, 2.997, 3.114], [0.971, 2.238, 5.426], [-0.230, 0.120, 5.900], [-1.135, -1.217, 4.017], [-0.828, -0.420, 1.691], [-0.981, 3.821, 2.213], [-1.237, 6.260, 2.066], [0.007, 7.549, 0.357], [1.505, 6.351, -1.223], [1.737, 3.902, -1.088], [-3.363, -1.298, -0.009], [-4.463, -1.990, 2.127], [-4.683, -0.362, 3.981], [-3.795, 1.937, 3.703], [-2.685, 2.588, 1.608], [-0.893, 3.529, -1.923], [-1.813, 5.755, -2.532], [-4.213, 6.239, -2.156], [-5.681, 4.487, -1.190], [-4.753, 2.285, -0.601], [-0.499, -3.670, 2.322], [-0.541, -2.815, 1.208], [0.528, -2.406, 0.562], [1.740, -2.864, 0.987], [1.874, -3.772, 2.033], [0.713, -4.151, 2.723], [3.171, -4.334, 2.344], [4.253, -4.003, 1.627], [4.163, -3.018, 0.571], [5.279, -2.605, -0.173], [5.152, -1.606, -1.100], [3.892, -1.023, -1.267], [2.818, -1.416, -0.616], [2.941, -2.412, 0.287], [-1.418, -3.940, 2.826], [-1.496, -2.449, 0.844], [0.794, -4.834, 3.563], [3.243, -5.048, 3.157], [5.219, -4.445, 1.844], [6.239, -3.076, 0.009], [5.991, -1.257, -1.685], [3.765, -0.201, -1.965], [-1.252, -6.703, 0.493], [-0.642, -5.735, -0.485], [0.734, -5.747, -0.721], [1.314, -4.887, -1.636], [0.507, -3.973, -2.311], [-0.867, -3.937, -2.083], [-1.432, -4.828, -1.183], [1.227, -3.017, -3.636], [2.555, -2.647, -3.159], [1.147, -3.874, -4.782], [0.371, -1.803, -3.721], [-0.557, -6.926, 1.305], [-1.508, -7.649, 0.010], [-2.168, -6.303, 0.930], [1.361, -6.442, -0.169], [2.382, -4.903, -1.817], [-1.490, -3.226, -2.618], [-2.502, -4.798, -1.005]],
  "forces_ev_per_angstrom": [[-0.8738, 2.0969, 2.0267], [-0.0524, -0.3626, -0.1378], [0.0294, -0.0316, -0.1164], [0.2656, 0.1420, -0.1533], [-0.4242, 0.2768, -0.0892], [0.5396, 0.1566, 0.6987], [-0.7820, -0.1554, -0.4173], [0.0105, -0.2164, 0.7220], [0.7814, 0.4277, -0.1855], [-0.7221, 0.0153, -0.1987], [0.1034, -0.0662, -0.0448], [0.1061, -0.2296, 0.3374], [0.1896, 0.0355, -0.2538], [0.0624, 0.3921, 0.1977], [-0.0149, 0.0607, 0.2100], [-0.0420, -0.0209, 0.0472], [-0.0460, -0.0700, -0.0950], [0.0104, 0.0300, -0.0275], [0.0638, 0.0629, -0.0717], [0.0878, -0.0425, -0.0181], [0.2177, 0.0941, 0.0038], [-0.1232, 0.0432, -0.0064], [0.0465, -0.1215, -0.0339], [0.0420, -0.0708, -0.0277], [-0.0646, -0.0250, 0.0572], [-0.0658, -0.0628, 0.0060], [-0.1377, -0.0077, -0.0100], [-0.0282, 0.0289, 0.0557], [0.0696, 0.0616, -0.0678], [0.0266, 0.0097, -0.0831], [0.0082, -0.0700, -0.0904], [0.0215, 0.0724, -0.0009], [-0.2315, -0.0550, -0.2704], [-0.0360, 0.0677, -0.0076], [-0.0031, -0.0825, 0.0369], [-0.0101, -0.0541, 0.0307], [0.1091, 0.0003, -0.0206], [0.0583, -0.0720, 0.0431], [-0.0042, 0.0018, 0.1457], [0.0512, 0.0269, -0.1128], [-0.1115, 0.0225, 0.0147], [0.0229, 0.0228, 0.0764], [-0.0283, 0.0028, 0.0045], [-0.0258, -0.0155, -0.0663], [0.0222, 0.0308, 0.1211], [-0.0555, -0.1034, 0.0071], [0.0393, 0.0599, -0.1041], [-0.0102, -0.0750, -0.0157], [0.0963, 0.0184, -0.0376], [-0.0688, -0.0648, -0.0346], [0.0959, 0.0551, 0.0166], [-0.1176, 0.0480, -0.0166], [-0.0180, -0.0890, -0.0161], [0.0449, 0.0516, -0.0143], [0.0855, -0.0532, 0.0678], [-0.0873, 0.0061, 0.0407], [-0.0125, 0.0191, -0.0378], [0.0048, -0.0001, -0.0218], [0.0037, 0.0040, -0.0192], [0.0188, 0.0134, -0.0273], [-0.0252, 0.0014, 0.0069], [0.0437, 0.0260, -0.0373], [0.0010, -0.0184, 0.0042], [-0.0071, -0.0136, -0.0001], [-0.0155, -0.0016, 0.0124], [-0.0151, -0.0144, 0.0483], [-0.0243, 0.0282, 0.0227], [-0.0023, 0.0041, -0.0091], [0.0207, -0.0008, -0.0053], [-0.0001, 0.0069, -0.0060], [-0.0204, -0.0819, -0.0302], [0.0131, 0.0053, -0.0128], [-0.0022, -0.0217, 0.0137], [-0.0010, -0.0312, 0.0097], [0.0190, -0.0153, 0.0022], [0.0425, 0.0076, -0.0075], [-0.1278, 0.1075, -0.1007], [-0.0748, -0.0346, -0.0141], [0.5978, -0.2694, 0.2705], [-0.1282, 0.4468, -0.5140], [0.3502, -0.3302, 0.2277], [0.0442, -0.1458, 0.1726], [-0.5362, 0.0278, 0.1257], [0.2498, 0.2967, -0.4072], [0.2519, -0.2419, 0.3197], [0.2146, -0.0462, 0.0424], [-0.0804, 0.0462, 0.0943], [-0.0694, 0.0134, 0.1075], [1.0212, -0.5791, 0.4458], [-0.5588, 0.1922, -0.0356], [0.0235, 0.0091, -0.0201], [0.0434, 0.0054, -0.0023], [-0.0036, 0.0151, -0.0252], [-0.0396, 0.0184, -0.0065], [-0.0089, 0.0322, -0.0307], [-0.0220, 0.0123, 0.0000], [-0.0095, -0.0052, 0.0267], [-0.0485, -0.0815, 0.0024], [-0.0075, 0.0246, 0.0495], [0.0232, -0.0760, -0.0165], [0.0116, -0.0385, 0.0981], [-0.2488, 0.1861, 0.0312], [-0.0681, -0.2488, -0.1359], [0.1660, -0.0192, -0.1765], [0.0372, 0.0710, 0.1171], [-0.2170, -0.2670, -0.5371], [-0.1315, -0.0681, -0.0854], [0.1975, -0.0003, -0.2552], [-0.0333, -1.2358, -1.6864], [-0.0115, 0.0084, -0.0099], [0.0246, 0.0221, -0.0353], [0.0128, 0.0170, -0.0128], [-0.0432, 0.0283, -0.0299], [-0.0299, 0.0290, -0.0364], [0.0450, -0.0387, 0.0189], [0.0193, -0.0035, -0.0037]]
}